*one*
Computed, not measured: the ion C7H14NO with charge +1, with ωB97M-V/def2-TZVPD.

Geometry as XYZ:
```
23
Properties=species:S:1:pos:R:3:nbo_charge:R:1
C -1.021 -1.491 1.459 -0.67
C -0.516 -0.980 0.114 0.28
N 0.544 -0.309 -0.102 -0.30
C 1.273 0.217 0.914 -0.17
C 0.818 0.901 1.932 0.18
O -0.471 1.508 1.995 -0.48
C -1.202 1.739 0.822 -0.23
C 1.148 -0.113 -1.404 -0.24
C 0.384 -0.478 -2.688 -0.67
H -2.010 -0.919 1.459 0.27
H -1.203 -2.489 1.388 0.26
H -0.288 -1.133 2.332 0.26
H -0.988 -1.326 -0.850 0.24
H 2.327 -0.024 0.709 0.25
H 1.524 1.221 2.714 0.25
H -2.012 2.477 1.108 0.24
H -0.595 1.970 0.052 0.17
H -1.788 0.813 0.371 0.15
H 1.424 0.919 -1.556 0.24
H 2.036 -0.762 -1.410 0.24
H -0.468 0.240 -2.949 0.24
H 1.042 -0.450 -3.597 0.27
H 0.044 -1.531 -2.813 0.23
```

E_LUMO	-4.17	eV
net charge	+1
SMILES	C/C=[N+](\C=C/OC)CC

---

*two*
Computed, not measured: a structure of composition C7H14NO, with ωB97M-V/def2-TZVPD.

Geometry as XYZ:
```
23
Properties=species:S:1:pos:R:3:nbo_charge:R:1
C 2.049 -1.425 0.648 -0.18
C 1.234 -0.582 -0.389 0.06
C 1.235 -1.023 1.617 -0.22
C 0.371 -0.311 0.586 0.07
C 1.532 -0.427 -1.830 -0.69
C -1.444 0.373 -0.838 -0.42
C -1.866 -0.805 1.330 -0.44
N -1.057 0.177 0.600 -0.38
O 0.245 2.685 0.051 -0.97
H 2.958 -2.061 0.452 0.25
H 1.257 -1.304 2.725 0.25
H 0.847 3.354 0.381 0.50
H 0.751 -0.840 -2.522 0.24
H 2.531 -0.933 -2.023 0.26
H 1.541 0.679 -2.143 0.26
H -1.057 -0.220 -1.607 0.24
H -2.530 0.393 -0.934 0.24
H -0.950 1.285 -1.143 0.24
H -2.950 -0.527 1.359 0.24
H -1.651 -1.769 0.808 0.24
H -1.610 -1.060 2.394 0.26
H -1.005 1.151 0.944 0.47
H -0.428 3.190 -0.467 0.49
```

E_LUMO (spin up / spin down)	-3.47 / -3.47	eV
net charge	+1

---

Stability, lowest: *two*

---

*one*
Computed, not measured: a cluster of 2 separate species, C2H6NO in total, with ωB97M-V/def2-TZVPD.

Geometry as XYZ:
```
10
Properties=species:S:1:pos:R:3:nbo_charge:R:1
C -1.040 -0.745 -0.343 -0.06
C -0.306 0.433 0.052 0.18
N 1.230 0.303 0.337 -0.73
O -1.139 -0.174 0.944 -0.41
H -2.281 -0.399 -1.371 0.18
H -0.847 -1.752 -0.564 0.24
H -0.438 1.529 -0.273 0.23
H 1.503 0.217 1.386 0.47
H 1.799 1.110 0.016 0.46
H 1.517 -0.523 -0.184 0.45
```

E_LUMO	-4.15	eV
net charge	+1

---

*two*
Computed, not measured: a cluster of 2 separate species, C2H6NO in total, with ωB97M-V/def2-TZVPD.

Geometry as XYZ:
```
10
Properties=species:S:1:pos:R:3:nbo_charge:R:1
C -1.646 -0.643 0.136 -0.24
C -1.207 0.750 -0.201 0.27
N -0.337 -0.073 0.048 -0.39
O 2.214 0.297 0.110 -0.95
H -1.946 -0.913 1.221 0.25
H -2.054 -1.253 -0.743 0.24
H -1.253 1.829 -0.487 0.28
H 0.777 -0.424 -0.145 0.51
H 2.774 0.893 -0.372 0.52
H 2.678 -0.463 0.432 0.51
```

E_LUMO	-4.79	eV
net charge	+1

---

Stability, lowest: *one*

---

*one*
Computed, not measured: an isolated molecule of C4H9NO4, with ωB97M-V/def2-TZVPD.

Geometry as XYZ:
```
18
Properties=species:S:1:pos:R:3:nbo_charge:R:1
C 2.203 -0.380 0.849 -0.26
O 1.417 0.772 0.723 -0.58
C -0.063 0.488 0.747 0.50
O -0.615 1.725 0.420 -0.75
N -0.427 -0.540 -0.169 -0.51
C -0.159 -0.249 -1.570 -0.45
C -1.878 -0.730 0.254 0.90
O -2.153 -1.455 1.155 -0.54
O -2.776 -0.123 -0.517 -0.66
H 1.631 -1.142 1.410 0.18
H 2.418 -0.844 -0.126 0.16
H 3.156 -0.099 1.328 0.19
H -0.262 0.162 1.780 0.17
H 0.089 2.375 0.557 0.50
H -0.370 0.773 -1.909 0.19
H -0.740 -0.931 -2.195 0.22
H 0.906 -0.414 -1.740 0.22
H -2.377 0.615 -0.997 0.50
```

E_LUMO	0.59	eV
net charge	0
SMILES	CO[C@@H](O)N(C)C(=O)O

---

*two*
Computed, not measured: an isolated molecule of C4H9NO4, with ωB97M-V/def2-TZVPD.

Geometry as XYZ:
```
18
Properties=species:S:1:pos:R:3:nbo_charge:R:1
C -2.349 0.350 0.424 -0.72
C -1.158 -0.289 -0.215 0.65
O -1.212 -0.884 -1.296 -0.63
C 0.090 -0.513 0.652 -0.06
O 0.348 -1.863 0.926 -0.69
C 1.179 0.122 -0.239 0.66
N 2.375 0.400 0.401 -0.82
O 0.254 1.427 -0.552 -0.83
O 1.390 -0.558 -1.389 -0.72
H -2.059 1.293 0.883 0.24
H -3.130 0.515 -0.315 0.24
H -2.729 -0.310 1.204 0.24
H 0.026 0.022 1.600 0.19
H 0.565 -2.302 0.090 0.48
H 3.124 0.647 -0.232 0.39
H 2.292 1.034 1.181 0.39
H 0.504 1.766 -1.421 0.48
H 0.489 -0.856 -1.703 0.51
```

E_LUMO	0.73	eV
net charge	0
SMILES	CC(=O)[C@@H](O)C(N)(O)O

---

Stability, lowest: *one*